1.
This record from OMol25 describes an isolated molecule of C4H5ClN2. The level of theory is wB97M-V/def2-TZVPD.

```
12
Properties=species:S:1:pos:R:3
Cl -1.63144 -1.39883 0.95418
C -0.55360 -1.07110 -0.38634
C 0.82063 -0.47137 -0.19652
C 1.01041 0.28296 1.05469
N 0.19724 1.27395 1.20485
N -0.51958 1.43238 0.03011
C -0.29519 0.32123 -0.86639
H -0.62419 -1.83283 -1.14724
H 1.64725 -0.89824 -0.75591
H 1.77060 0.07071 1.80744
H -1.47581 1.71926 0.20427
H -0.34632 0.57187 -1.90313
```

HOMO-LUMO gap: 9.57 eV
SMILES: Cl[C@@H]1[C@@H]2C=NN[C@H]12
LUMO level: 0.88 eV

For each atom in turn, the Mulliken charge in e is: atom 1 (Cl): -0.21, atom 2 (C): -0.20, atom 3 (C): -0.23, atom 4 (C): -0.21, atom 5 (N): -0.50, atom 6 (N): -0.16, atom 7 (C): -0.27, atom 8 (H): 0.38, atom 9 (H): 0.36, atom 10 (H): 0.41, atom 11 (H): 0.28, atom 12 (H): 0.34

***

2.
This record from OMol25 describes an isolated molecule of C4H5ClN2. The level of theory is wB97M-V/def2-TZVPD.

```
12
Properties=species:S:1:pos:R:3
C 0.20186 0.38870 -1.45512
C -0.02398 -0.05443 -0.23476
C 0.39373 -1.38831 0.14470
C -0.56958 0.83401 0.78543
Cl -1.27948 0.10116 2.23908
N 0.19157 2.10382 0.98652
N -0.89225 2.21909 0.49003
H 0.76130 -0.32944 -2.09854
H 0.08211 1.36187 -1.76193
H 1.30589 -1.76505 -0.33756
H 0.30591 -1.39836 1.22618
H -0.47708 -2.07307 0.01595
```

HOMO-LUMO gap: 9.73 eV
SMILES: C=C(C)C1(Cl)N=N1
LUMO level: 0.43 eV

For each atom in turn, the Mulliken charge in e is: atom 1 (C): -1.14, atom 2 (C): 0.62, atom 3 (C): -1.32, atom 4 (C): 0.84, atom 5 (Cl): -0.23, atom 6 (N): -0.21, atom 7 (N): -0.24, atom 8 (H): 0.24, atom 9 (H): 0.42, atom 10 (H): 0.38, atom 11 (H): 0.34, atom 12 (H): 0.31

***

3.
This record from OMol25 describes an isolated molecule of C4H5ClN2. The level of theory is wB97M-V/def2-TZVPD.

```
12
Properties=species:S:1:pos:R:3
C 1.26244 0.17744 1.09306
N 0.24254 0.03088 0.15146
C -0.95176 -0.62885 0.23818
C -1.69451 -0.45476 -0.90872
N -1.00701 0.36923 -1.71372
C 0.09351 0.64203 -1.13693
Cl 1.36251 1.48724 -1.83237
H 2.01369 -0.65428 0.92039
H 1.68794 1.16845 1.05013
H 0.74828 0.05873 2.21110
H -1.14969 -1.30650 0.99988
H -2.60793 -0.88961 -1.07245
```

HOMO-LUMO gap: 9.29 eV
SMILES: Cn1ccnc1Cl
LUMO level: 0.75 eV

For each atom in turn, the Mulliken charge in e is: atom 1 (C): -0.81, atom 2 (N): 0.16, atom 3 (C): -0.19, atom 4 (C): -0.49, atom 5 (N): -0.54, atom 6 (C): 0.29, atom 7 (Cl): -0.18, atom 8 (H): 0.27, atom 9 (H): 0.33, atom 10 (H): 0.28, atom 11 (H): 0.43, atom 12 (H): 0.44

***

4.
This record from OMol25 describes an isolated molecule of C4H5ClN2. The level of theory is wB97M-V/def2-TZVPD.

```
12
Properties=species:S:1:pos:R:3
Cl 0.24905 2.09922 -0.29945
C 0.03888 0.60781 0.23242
C 0.85499 -0.19722 0.93821
C 0.57070 -1.52814 1.00741
N -0.21689 -2.08889 -0.12053
N -1.03050 -1.21960 -0.79076
C -0.86708 -0.00602 -0.82893
H 1.46875 0.45357 1.79099
H 1.45199 -2.03774 1.20374
H -0.09053 -1.98207 1.93856
H -0.69453 -3.05003 0.14609
H -1.22277 0.83029 -1.70438
```

HOMO-LUMO gap: 8.48 eV
SMILES: ClC1=CCNN=C1
LUMO level: 0.41 eV

For each atom in turn, the Mulliken charge in e is: atom 1 (Cl): -0.23, atom 2 (C): 0.55, atom 3 (C): -0.42, atom 4 (C): -0.29, atom 5 (N): -0.21, atom 6 (N): -0.49, atom 7 (C): -0.10, atom 8 (H): 0.18, atom 9 (H): 0.32, atom 10 (H): 0.17, atom 11 (H): 0.32, atom 12 (H): 0.22

***

5.
This record from OMol25 describes a structure of composition C4H5ClN2. The level of theory is wB97M-V/def2-TZVPD.

```
12
Properties=species:S:1:pos:R:3
C -0.94297 0.11016 -0.30377
C -0.59692 0.59040 -1.52890
C 0.24854 -0.13799 0.45625
C 0.20701 -0.66338 1.85325
N 1.36217 0.11409 -0.10938
N 0.71012 0.83264 -1.65750
Cl 1.65253 0.69542 -3.03724
H -1.94265 -0.00753 0.07058
H -1.26567 0.84287 -2.33565
H -0.33134 0.03766 2.48940
H -0.31594 -1.61844 1.86920
H 1.21510 -0.79589 2.23376
```

HOMO-LUMO gap: 9.17 eV
LUMO level: 0.43 eV

For each atom in turn, the Mulliken charge in e is: atom 1 (C): -0.73, atom 2 (C): -0.25, atom 3 (C): 0.98, atom 4 (C): -1.03, atom 5 (N): -0.47, atom 6 (N): -0.11, atom 7 (Cl): -0.04, atom 8 (H): 0.35, atom 9 (H): 0.42, atom 10 (H): 0.28, atom 11 (H): 0.29, atom 12 (H): 0.31

***

6.
This record from OMol25 describes an isolated molecule of C4H5ClN2O2S. The level of theory is wB97M-V/def2-TZVPD.

```
15
Properties=species:S:1:pos:R:3
C -1.55713 -0.87555 0.46385
C -1.34532 0.20628 -0.24898
C 1.12357 -0.46900 0.19862
C -1.75611 1.37020 -1.04207
N 0.73651 -1.49485 0.75117
N -0.53052 -1.72432 1.01435
O 3.72690 -0.68106 0.63399
O 3.05493 0.55155 -1.30704
S 2.78936 0.12864 -0.00522
Cl 2.61572 1.91936 1.09779
H -2.51288 -1.01782 0.93591
H -2.37146 1.00801 -1.87660
H -2.38598 2.03947 -0.34093
H -0.86867 1.81591 -1.41928
H -0.71893 -2.77680 1.14443
```

HOMO-LUMO gap (alpha / beta): 7.89 / 8.40 eV
LUMO level (alpha / beta): -1.00 / -0.58 eV

For each atom in turn, the Mulliken charge in e is: atom 1 (C): -0.07, atom 2 (C): 0.01, atom 3 (C): 0.05, atom 4 (C): -0.91, atom 5 (N): -0.29, atom 6 (N): -0.07, atom 7 (O): -0.48, atom 8 (O): -0.49, atom 9 (S): 0.95, atom 10 (Cl): -0.20, atom 11 (H): 0.37, atom 12 (H): 0.28, atom 13 (H): 0.28, atom 14 (H): 0.26, atom 15 (H): 0.30

***

Values for energy relative to the best compared isomer or geometry (same formula, charge and spin), kJ/mol, ordered as above
210.2; 327.0; 110.7; 490.3; 330.6; 511.6
Values for E, eV, ordered as above
-19729.7664; -19728.5556; -19730.7976; -19726.8631; -19728.5181; -34655.6223